(1)
{
  "formula": "C28H32BGaN8S",
  "method": "ωB97M-V/def2-TZVPD",
  "elements": ["Ga", "S", "N", "N", "N", "N", "N", "N", "N", "N", "C", "C", "C", "C", "C", "C", "C", "C", "C", "C", "C", "C", "C", "C", "C", "C", "C", "C", "C", "C", "C", "C", "C", "C", "C", "C", "C", "C", "B", "H", "H", "H", "H", "H", "H", "H", "H", "H", "H", "H", "H", "H", "H", "H", "H", "H", "H", "H", "H", "H", "H", "H", "H", "H", "H", "H", "H", "H", "H", "H", "H"],
  "coordinates": [[0.2598, 0.4455, 0.5832], [0.2054, -2.5931, 4.3420], [0.2377, -0.8430, 2.1609], [-0.6249, 2.4200, 2.3405], [-2.7107, -8.1724, -2.8485], [0.4072, 2.4557, -0.5128], [1.9095, 2.1261, 2.1219], [-1.1850, 1.4635, 1.5456], [0.6274, 3.4246, 0.4324], [2.0125, 1.0493, 1.3036], [-1.0152, -4.3274, -0.4751], [0.4116, 3.0902, -1.6962], [3.8213, 1.1164, 2.5842], [0.1585, 0.9911, -3.1459], [0.2326, -1.5643, 3.0825], [-3.3652, 0.2635, 1.3197], [3.1468, 0.4095, 1.5868], [-2.6847, 2.0791, 3.0634], [-1.5198, 2.7914, 3.2607], [-1.8468, -5.8239, -2.1575], [3.0011, 2.1886, 2.8869], [-1.1415, 3.0677, -3.6318], [-0.4102, -2.0236, -1.0494], [3.4910, -0.8716, 0.8865], [-3.0551, -1.1833, 1.7193], [0.7702, 4.6200, -0.1479], [4.6892, -1.5508, 1.5376], [0.6408, 4.4618, -1.5025], [-2.3310, -7.1321, -2.5428], [-2.4287, 1.2426, 1.9732], [3.7277, -0.6336, -0.6063], [-0.9019, -3.3185, -1.4358], [-1.7412, -4.8233, -3.1179], [-1.4855, -5.5768, -0.8357], [-1.2694, -3.5753, -2.7558], [0.1644, 2.5022, -3.0624], [-3.4031, 0.4381, -0.1983], [-0.0014, -0.9370, -0.7147], [0.7160, 3.0995, 1.9336], [-1.2899, 2.7217, -4.6562], [-3.0955, -1.3182, 2.8008], [0.6980, 5.2226, -2.2620], [-2.0266, -5.0284, -4.1406], [-2.4546, 0.1574, -0.6610], [4.5142, -1.7455, 2.5963], [-1.1506, 4.1575, -3.6353], [-1.1803, -2.7915, -3.4960], [-3.6306, 1.4686, -0.4757], [-0.6841, 0.5685, -2.6015], [-1.9904, 2.7267, -3.0335], [0.9845, 2.8700, -3.6877], [4.8908, -2.5035, 1.0473], [-4.1689, -0.2112, -0.6258], [-3.6069, 2.1587, 3.6126], [-2.0581, -1.4756, 1.3915], [3.9309, -1.5791, -1.1107], [-1.2760, 3.5672, 3.9677], [3.1223, 2.9925, 3.5941], [0.9502, 5.4958, 0.4536], [-0.7275, -4.1227, 0.5484], [-1.5700, -6.3638, -0.0991], [1.0689, 0.5431, -2.7497], [2.6208, -1.5280, 0.9968], [2.8633, -0.1765, -1.0903], [0.0611, 0.6823, -4.1890], [4.7683, 0.8730, 3.0319], [5.5877, -0.9346, 1.4452], [-3.7767, -1.8604, 1.2575], [-4.3531, 0.5202, 1.7106], [0.8854, 4.0894, 2.5889], [4.5848, 0.0275, -0.7559]],
  "forces_ev_per_a": [[-0.0405, -0.1030, 0.2806], [0.0132, 0.3046, -0.3669], [0.0524, 0.1878, -0.1841], [-0.0669, -0.0561, -0.1028], [-0.0122, -0.0037, -0.0120], [0.0481, 0.3098, -0.1772], [0.0608, 0.0460, -0.2272], [0.4611, 0.1583, 0.0159], [-0.0339, -0.3013, 0.0565], [-0.3180, 0.2115, 0.1401], [0.0031, -0.0006, -0.0158], [-0.0361, -0.1037, 0.0992], [-0.0065, -0.0028, -0.0092], [-0.0165, -0.1270, -0.0164], [-0.0336, -0.4515, 0.4446], [0.0107, 0.0171, 0.1026], [0.0212, -0.1327, -0.0377], [-0.0033, -0.0589, -0.0094], [0.0355, 0.1368, -0.0817], [-0.1137, -0.3146, -0.0872], [-0.0639, 0.0345, 0.0473], [-0.0778, -0.0177, 0.0121], [-0.0409, -0.2600, -0.2637], [-0.0099, -0.0083, 0.0324], [-0.0029, 0.0011, -0.0219], [-0.0082, 0.0462, 0.0786], [0.0629, -0.0174, -0.0002], [0.0056, 0.0000, -0.0656], [0.1067, 0.2569, 0.1182], [-0.0708, -0.1027, -0.0742], [0.0577, 0.0519, -0.0404], [0.1082, 0.1498, 0.0958], [0.0128, 0.0745, -0.0404], [0.0229, 0.0218, 0.0566], [-0.0270, -0.0161, -0.0880], [0.0476, 0.0977, 0.0157], [0.0146, -0.0133, -0.0567], [-0.1087, 0.0611, 0.2342], [0.0149, -0.0359, 0.0618], [0.0116, -0.0034, 0.0093], [0.0064, 0.0152, -0.0079], [0.0054, -0.0149, 0.0025], [0.0045, 0.0002, 0.0047], [0.0062, 0.0129, 0.0393], [-0.0226, -0.0001, -0.0145], [0.0194, -0.0098, 0.0077], [0.0031, 0.0034, 0.0162], [0.0046, 0.0003, 0.0061], [-0.0204, 0.0017, 0.0244], [0.0156, 0.0041, -0.0049], [0.0002, 0.0267, 0.0009], [-0.0066, 0.0077, 0.0077], [-0.0089, 0.0135, 0.0115], [0.0282, -0.0231, 0.0129], [-0.0109, -0.0065, -0.0416], [-0.0051, 0.0030, 0.0055], [-0.0126, -0.0135, 0.0004], [0.0085, -0.0075, -0.0127], [0.0071, -0.0088, -0.0139], [-0.0087, 0.0020, -0.0109], [-0.0065, 0.0046, -0.0005], [0.0170, 0.0198, 0.0365], [-0.0069, 0.0007, 0.0014], [-0.0179, -0.0105, 0.0302], [0.0128, 0.0204, 0.0080], [-0.0110, 0.0049, -0.0093], [-0.0240, -0.0023, -0.0097], [-0.0174, 0.0339, 0.0196], [-0.0304, -0.0361, -0.0011], [-0.0121, -0.0610, -0.0330], [0.0027, -0.0176, 0.0017]],
  "total_charge": 0,
  "homo_energy_ev": -7.99,
  "largest_force_ev_per_a": 0.6,
  "spin_multiplicity": 1
}

(2)
{
  "formula": "C28H32Cl2O2SiZr",
  "method": "ωB97M-V/def2-TZVPD",
  "elements": ["Zr", "Cl", "Cl", "Si", "O", "O", "C", "C", "C", "C", "C", "C", "C", "C", "C", "C", "C", "C", "C", "C", "C", "C", "C", "C", "C", "C", "C", "C", "C", "C", "C", "C", "C", "C", "H", "H", "H", "H", "H", "H", "H", "H", "H", "H", "H", "H", "H", "H", "H", "H", "H", "H", "H", "H", "H", "H", "H", "H", "H", "H", "H", "H", "H", "H", "H", "H"],
  "coordinates": [[0.8553, 1.2459, -0.0905], [-1.3754, -0.0296, -4.1655], [-1.0846, 1.8519, -1.2482], [-1.3999, -0.9173, 0.6561], [0.9457, -0.7559, 0.0208], [0.6965, 1.8109, 1.7586], [-3.0985, -0.4751, -0.0046], [-1.3309, -3.7353, 0.8804], [4.4292, -0.0992, -0.4197], [2.2594, 2.9190, -0.9865], [1.6475, 4.2358, -0.6297], [-1.7880, 0.6109, 3.0240], [3.6148, 2.4818, 1.2189], [-1.0467, -5.0265, 0.4170], [3.0163, 0.0390, -3.2615], [3.4508, 0.9222, -0.8690], [-0.5306, -5.2275, -0.8714], [1.3885, 2.7120, -3.4330], [-3.3228, -0.5954, -1.3841], [-0.5603, -2.8355, -1.2521], [2.0752, 2.1997, -2.2240], [-1.1172, -0.0860, 5.2429], [-1.0871, -2.6321, 0.0403], [-5.4440, 0.0837, 0.2735], [-0.5034, -1.2204, 4.6949], [-4.5529, -0.2935, -1.9472], [3.1271, 2.1238, -0.1474], [-0.2671, -4.1236, -1.7006], [-1.7552, 0.8397, 4.3994], [-5.6456, 0.0027, -1.1135], [-0.5256, -1.4447, 3.3171], [2.8208, 0.9905, -2.1467], [-4.1815, -0.1552, 0.8319], [-1.1900, -0.5364, 2.4758], [0.1794, -4.2389, -2.6896], [-2.3236, 1.2979, 2.3691], [2.1055, -0.0713, -3.8631], [2.8589, 3.0692, 1.7710], [4.1534, -1.1040, -0.7596], [0.7698, 1.9234, -3.8757], [1.4922, 4.3262, 0.4616], [3.8111, 0.3666, -3.9503], [-0.0995, -2.3492, 2.8805], [5.4312, 0.1112, -0.8247], [4.5583, 3.0614, 1.2047], [3.3125, -0.9502, -2.8956], [0.6518, 4.3491, -1.0942], [1.6273, -1.2224, 0.5429], [-0.3534, -1.9916, -1.9201], [-6.6310, 0.2055, -1.5533], [2.2579, 5.0968, -0.9585], [-0.0311, -1.9629, 5.3441], [0.7137, 3.5351, -3.1879], [-1.1986, -5.8773, 1.0926], [3.7902, 1.5725, 1.8221], [-1.1052, 0.0808, 6.3273], [-4.6356, -0.2948, -3.0372], [4.5158, -0.1343, 0.6732], [-2.2512, 1.7210, 4.8127], [2.1055, 3.0676, -4.1906], [-0.2841, -6.2388, -1.2226], [-6.2840, 0.3292, 0.9357], [-1.6974, -3.5594, 1.8962], [-4.0347, -0.1703, 1.9140], [-2.5228, -0.8844, -2.0674], [0.5981, 2.0562, 2.6860]],
  "forces_ev_per_a": [[-2.0390, -2.7784, 0.3700], [0.2636, -0.1381, -0.3927], [-0.4007, 1.2665, -0.7546], [0.0232, 2.7838, -0.3226], [2.4094, -0.7053, 0.3922], [0.4769, 0.7620, 0.5333], [-0.4353, -0.9308, 0.8524], [0.4727, -0.0983, -0.8900], [0.1602, -0.5106, 0.1159], [1.0108, -0.4805, -0.4059], [-0.3713, 0.6057, 0.1286], [-0.1317, 0.2352, 0.8783], [0.1419, 0.1432, 0.6481], [0.0312, -0.1284, 0.0840], [-0.1283, -0.5750, -0.5240], [-0.6066, 1.4797, -0.0386], [0.2224, 0.1623, 0.0434], [-0.5080, -0.1121, -0.3623], [0.0748, 0.2923, -0.1266], [0.0237, -0.3526, 0.0795], [0.9021, 0.2332, 1.0791], [0.1032, 0.0852, 0.3851], [0.1267, -0.7146, 0.3441], [-0.0795, -0.0026, 0.0847], [0.1496, -0.0198, -0.2564], [-0.4619, -0.1159, 0.3144], [0.1265, 0.0048, -0.9074], [-0.3214, -0.0315, 0.4003], [0.1492, -0.2805, -0.4782], [0.2835, 0.2943, -0.0696], [-0.0436, 0.4080, 0.8336], [-0.1990, 0.8165, 1.0051], [-0.3697, 0.0248, -0.7394], [-1.0240, -1.4377, -1.1258], [-0.1986, -0.1396, 0.2126], [0.2075, -0.0739, 0.0984], [0.0723, -0.0566, 0.1634], [0.3795, -0.2077, -0.2631], [-0.0144, 0.1014, 0.0551], [-0.0538, 0.0943, -0.0848], [0.1203, -0.0071, -0.4117], [-0.0796, 0.0824, 0.1679], [0.0063, 0.1757, 0.2635], [-0.1382, -0.0169, 0.0868], [-0.2906, -0.1983, -0.0653], [-0.1439, 0.0800, -0.0518], [0.3661, -0.0752, 0.1553], [-0.0146, 0.1103, -0.5156], [-0.1415, -0.1987, 0.3601], [0.3612, -0.0337, 0.2479], [-0.0998, -0.2610, 0.1250], [-0.0877, 0.2440, -0.0467], [0.0548, -0.0649, -0.0212], [-0.0028, 0.1877, -0.3382], [-0.0267, 0.3795, -0.1887], [0.0087, -0.0987, -0.4066], [-0.0905, -0.0989, 0.3282], [-0.0169, 0.0210, -0.1937], [0.1341, -0.2076, -0.0350], [-0.0573, -0.0910, 0.1973], [-0.1513, 0.3872, 0.2087], [0.2036, -0.1339, -0.2456], [0.0080, -0.2050, -0.3515], [-0.1911, 0.1840, -0.2582], [-0.0556, 0.2574, 0.2007], [-0.0994, -0.3211, -0.5708]],
  "relative_energy_kcal_mol": 0.0,
  "total_charge": -2,
  "homo_energy_ev": [1.09, 1.09],
  "largest_force_ev_per_a": 3.5,
  "spin_multiplicity": 1
}